Record 1
Entry from the OMol25 dataset: 7 unconnected molecules or ions with the total composition C17H38Cl10 (ωB97M-V/def2-TZVPD).

Results
**SMILES**: CCCCCC.CCCCCC.ClCCl.ClCCl.ClCCl.ClCCl.ClCCl
**Energy relative to the best compared isomer or geometry (same formula, charge and spin)**: 0.0 kcal per mole
**Orbital gap**: 0.4096 hartree
**Electronic energy**: -5272.40691 Ha
**HOMO energy**: -10.68 eV

Last column: Mulliken charge in e.
Atoms and positions in Å:
H  4.37921  -1.07496  0.46813  -0.513
H  2.21541  2.60794  -2.77437  0.403
H  6.09556  0.27189  -0.99480  0.210
H  5.95858  0.62893  1.55037  0.410
H  -2.41922  -3.14002  1.15867  0.409
C  -0.97575  1.14430  0.98052  0.078
C  -2.28869  4.89329  -1.55875  0.413
H  2.83902  -2.74008  -0.10950  -0.129
Cl  -3.48499  4.88956  -0.21306  -0.184
H  7.55053  0.90627  -0.19910  0.338
H  5.35406  -2.21263  3.05504  0.397
H  -5.90565  0.07417  2.17203  0.293
H  -4.69580  -0.72486  -0.46568  0.303
H  2.39937  0.12932  2.59410  0.370
Cl  -1.08846  0.09330  -4.98773  -0.155
C  -0.01226  -1.18769  -4.50176  0.072
C  -6.50797  1.26804  0.44689  -0.510
Cl  -1.81850  6.55440  -1.98513  -0.173
H  1.24696  1.32668  -1.97445  -0.048
H  5.53356  -2.29062  0.72410  0.400
Cl  -1.46672  0.93476  -0.71850  -0.162
C  2.44473  -2.57856  -1.11609  0.215
C  6.28409  -0.27024  1.06438  -0.703
H  -4.13122  -1.88883  2.39026  0.316
Cl  1.10361  3.54737  -0.99074  -0.155
H  7.48411  -0.84206  -0.81512  0.302
H  -1.41159  4.36416  -1.19865  -0.317
C  -5.89852  1.83324  -0.82617  -0.744
H  -0.08533  -1.93852  -5.27405  0.354
Cl  1.68717  -0.58102  -4.45272  -0.169
H  -5.54683  0.94410  -1.37286  0.260
H  2.31137  -0.82268  1.04718  -0.166
C  -3.82634  -1.50251  1.38711  0.327
C  5.21316  -1.32922  1.09927  0.540
H  -1.15633  0.18661  1.53637  0.067
Cl  3.16669  1.41359  -0.96201  -0.097
Cl  2.41383  -4.09541  -1.98634  -0.165
H  -6.71244  2.25253  -1.45274  0.343
H  -3.96976  -3.48715  0.42378  0.399
C  6.90644  0.00071  -0.31674  -1.102
C  -5.43507  0.40716  1.21312  -0.375
Cl  0.76510  -1.87103  -0.97861  -0.059
H  -2.88592  -2.40133  -0.34577  0.192
H  -5.78142  -1.61096  0.58037  0.246
H  -0.21996  -1.48662  -3.46172  -0.106
H  -7.49111  0.75268  0.22144  0.305
H  2.90375  -1.98029  3.70568  0.457
C  4.72441  -1.49415  2.54226  -0.835
H  3.08945  -2.86115  2.22537  0.252
H  1.23485  -1.15202  2.39643  0.331
C  1.85625  2.20054  -1.81863  -0.143
H  2.96846  -1.77996  -1.67104  0.162
C  -4.97155  -0.85613  0.58889  -0.539
C  2.25743  -0.85097  2.13484  -0.442
H  -2.77561  4.40871  -2.41933  0.253
H  -4.57789  1.06111  1.44624  0.073
C  -3.26788  -2.71058  0.65387  -1.346
Cl  -1.84103  2.52380  1.62918  -0.129
H  -5.16159  2.59075  -0.65823  0.041
H  4.80786  -0.50632  3.09080  0.315
H  -2.98831  -0.78918  1.53074  -0.254
C  3.23223  -1.87057  2.69356  -0.884
H  7.07149  -0.66941  1.74545  0.342
H  0.09460  1.31278  0.91844  0.126
H  -6.79363  2.07503  1.18547  0.288

---

Record 2
Entry from the OMol25 dataset: a molecular structure, C17H38LiNO17P (ωB97M-V/def2-TZVPD).

Results
**Net charge**: -1
**Energy relative to the best compared isomer or geometry (same formula, charge and spin)**: 75.7 kcal per mole
**Orbital gap**: 0.1678 hartree
**Electronic energy**: -2352.99441 Ha
**HOMO energy**: -2.65 eV

Last column: Mulliken charge in e.
Atoms and positions in Å:
H  3.95077  -7.53975  1.10413  0.222
O  -1.83523  1.61325  1.40913  -0.571
C  -1.09023  2.92525  -1.01087  -0.058
H  4.57577  1.60925  -0.53187  0.204
C  0.93877  -3.69775  1.55713  -0.565
O  1.76877  -2.01175  -1.08287  -0.913
H  2.47477  -8.34175  1.73713  0.275
H  -2.24723  -1.69975  1.35613  0.077
O  2.33277  1.83925  1.02413  -0.720
H  -6.59523  1.62625  -5.06487  0.279
C  -4.44823  -0.01075  -3.43887  0.665
H  -1.81723  -0.33075  6.79813  0.302
H  -0.07523  -4.01275  2.06613  0.061
Li  -0.53223  -0.38975  1.19313  1.354
H  0.95377  -3.80575  0.54713  0.525
O  -3.99223  0.06525  -2.20787  -0.257
H  -1.86723  -0.27875  -2.57587  0.272
O  -2.30123  -0.94175  5.05913  -0.399
H  -5.36223  0.64625  -5.61087  0.407
C  -3.22623  -1.63975  1.67813  -0.704
H  3.44377  4.62525  -1.69687  0.463
C  2.45977  2.37125  -3.13687  -1.104
O  -1.04023  -0.73675  3.21113  -0.645
H  5.77677  1.91225  -2.83687  0.445
O  1.64277  -6.15475  0.69613  -0.620
C  2.44677  2.56825  -0.17687  0.553
C  -2.40323  3.03825  3.64913  -0.518
C  3.25177  -7.69675  2.18613  -0.591
O  -1.35323  3.53025  0.28813  -0.464
C  3.57277  1.84325  -1.12487  -0.520
O  1.24777  -0.12675  0.58713  -0.925
H  -2.00023  2.64225  -1.27887  0.576
H  1.43177  2.66725  -2.66687  0.070
O  -3.91323  -0.86575  -4.11987  -0.560
C  -6.17723  0.77425  -5.02687  -0.817
H  -0.80023  3.82525  -1.48287  0.163
O  0.70777  -0.06675  -1.82487  -0.674
H  -1.60623  2.42125  4.04613  0.189
N  3.70177  2.54425  -2.42287  0.580
O  -2.04223  3.62525  2.33413  -0.392
O  2.89777  -6.42475  2.57013  -0.294
H  -3.30123  2.30025  3.51213  0.220
H  1.92377  0.87925  0.98613  0.399
H  2.32477  2.77725  -4.09587  0.483
H  -6.81823  -0.03675  -5.05887  0.298
P  0.88777  -0.96475  -0.75387  0.595
H  -3.91923  -2.26675  1.23713  0.562
H  5.03577  2.38925  -3.95587  0.660
H  1.13677  -2.78475  1.65813  0.211
H  2.54777  3.67125  0.19713  0.091
H  -0.40523  2.14525  -0.77787  -0.486
H  4.87077  4.10125  -1.44987  0.481
O  1.91277  -4.49675  2.33213  -0.315
H  2.18377  1.41025  -3.28387  0.602
H  3.83677  -8.46775  2.82213  0.250
O  -0.38123  -1.43475  -0.24487  -0.735
C  -1.76623  2.86525  1.33513  0.818
H  4.65677  0.92825  -3.61587  0.414
H  -2.65923  3.61625  4.59513  0.296
O  -3.19023  -1.49375  3.08713  -0.398
C  -2.14223  -1.09875  3.70613  0.920
H  -0.84523  0.34525  5.76713  0.411
H  -0.55123  -1.29375  5.89513  0.329
C  -2.72223  -0.46775  -1.86987  -0.862
C  4.70877  1.94625  -3.16687  -1.307
C  4.10977  4.00425  -2.18687  -1.377
H  -3.43123  -0.79375  1.11813  0.432
H  1.58177  2.45425  -0.57187  -0.538
H  -2.46423  -0.37075  -0.93687  0.169
H  3.17277  0.77325  -1.22487  0.197
C  -1.25523  -0.51875  5.90913  -0.892
C  2.13877  -5.75875  1.83613  0.757
H  -2.69423  -1.48775  -1.82587  0.750
O  -5.63623  0.68525  -3.76287  -0.347
H  4.30277  4.50325  -2.98987  0.545